# 1
# C25H56N2O2P2SSn

A structure of composition C25H56N2O2P2SSn (ωB97M-V with the def2-TZVPD basis set, the Open Molecules 2025 dataset).

Positions of all 89 atoms, in Å:
1 Sn -0.8925 0.3678 -1.0392
2 C -1.1929 2.4237 0.2379
3 O -1.3072 2.8651 1.3012
4 C 0.1519 -1.7298 -1.7076
5 O 0.5981 -2.7573 -1.4242
6 P -3.1093 -0.8925 0.0218
7 C -4.4873 -0.5457 -1.1810
8 H -5.3157 -1.1945 -0.8460
9 C -3.0169 -2.7598 0.0576
10 H -2.4425 -2.9718 -0.8640
11 C -3.8585 -0.3019 1.6164
12 H -3.9698 0.7806 1.4252
13 C 2.0419 3.1739 -0.4223
14 P 1.3072 1.9349 -1.5989
15 H 1.7438 3.3823 -3.3718
16 H 1.2193 3.8870 -0.2596
17 C 2.7858 1.0557 -2.3249
18 H 3.4197 1.8873 -2.6769
19 C -2.2178 -3.2990 1.2488
20 H -1.9997 -4.3610 1.0578
21 H -2.8043 -3.2556 2.1785
22 H -1.2623 -2.7795 1.4001
23 C -4.3611 -3.4870 -0.0418
24 H -4.9821 -3.3170 0.8456
25 H -4.1560 -4.5648 -0.0981
26 H -4.9373 -3.2212 -0.9338
27 C -5.2461 -0.8726 1.9209
28 H -5.9507 -0.7996 1.0856
29 H -5.6764 -0.2884 2.7469
30 H -5.1982 -1.9150 2.2580
31 C -2.9309 -0.4553 2.8234
32 H -3.4283 -0.0095 3.6963
33 H -1.9729 0.0579 2.6841
34 H -2.7211 -1.5052 3.0591
35 C -4.9721 0.9121 -1.0903
36 H -5.7469 0.9964 -0.3146
37 H -5.4104 1.2190 -2.0515
38 H -4.1689 1.6177 -0.8365
39 C -4.1085 -0.9944 -2.5989
40 H -3.1452 -0.5848 -2.9332
41 H -4.8820 -0.6420 -3.2968
42 H -4.0620 -2.0921 -2.6694
43 C 3.2272 3.9366 -1.0265
44 H 2.9907 4.4143 -1.9834
45 H 4.1070 3.2948 -1.1644
46 H 3.5127 4.7334 -0.3271
47 C 2.4115 2.6048 0.9494
48 H 3.2300 1.8797 0.8909
49 C -0.0112 2.3960 -4.1474
50 H 1.5663 2.1252 1.4546
51 H 2.7541 3.4317 1.5882
52 C -0.0179 4.2622 -2.4257
53 H -0.8639 1.7942 -3.7959
54 H -0.4231 3.1870 -4.7975
55 H 0.6235 1.7462 -4.7644
56 C 0.7616 3.0606 -2.9931
57 H -0.6325 4.7082 -3.2231
58 H 0.6681 5.0385 -2.0543
59 H -0.6936 3.9626 -1.6018
60 C 2.4185 0.1521 -3.5099
61 H 1.5889 -0.5240 -3.2513
62 H 3.2945 -0.4672 -3.7580
63 H 2.1650 0.7278 -4.4068
64 C 3.5453 0.2579 -1.2559
65 H 2.8691 -0.3916 -0.6843
66 H 4.0932 0.8952 -0.5513
67 H 4.2841 -0.3974 -1.7395
68 H -2.7926 1.7390 -2.3028
69 H -2.2154 1.2590 -2.4935
70 C 4.3068 -0.1892 4.8016
71 C 3.2885 -1.0923 4.1409
72 N 2.7460 -0.4342 2.9235
73 C 2.0202 -1.1538 2.0146
74 S 0.4838 -0.5802 1.5051
75 N 2.5491 -2.3026 1.5617
76 C 4.0036 -2.5218 1.4356
77 C 4.3964 -3.9193 1.8624
78 H 5.0981 0.0930 4.1001
79 H 4.7618 -0.7183 5.6430
80 H 3.8270 0.7082 5.2042
81 H 3.7166 -2.0537 3.8481
82 H 2.4473 -1.2890 4.8245
83 H 2.2750 0.4397 3.1615
84 H 1.9522 -2.8533 0.9317
85 H 4.2978 -2.3465 0.3904
86 H 4.5136 -1.7602 2.0354
87 H 4.0722 -4.6663 1.1345
88 H 5.4858 -3.9918 1.9364
89 H 3.9631 -4.1590 2.8357

ΔE to the lowest compared entry with this formula, charge and spin in kcal per mole: 59.2
Net charge: +4
Gap between HOMO and LUMO in eV: 4.57
LUMO energy in Ha: -0.5714
Highest occupied orbital energy in eV: -20.1217

These are the Mulliken partial charges, in e, on atoms 1 to 8:
1. Sn 0.7849
2. C 0.2459
3. O -0.0960
4. C 0.1492
5. O -0.0973
6. P 1.2363
7. C 0.2476
8. H 0.6381


# 2
# C3H4AgLiO4

A structure of composition C3H4AgLiO4 (ωB97M-V with the def2-TZVPD basis set, the Open Molecules 2025 dataset).

Positions of all 13 atoms, in Å:
1 O -0.4109 0.8833 -0.9282
2 O 1.1395 -0.4638 0.3803
3 C 1.8162 0.1054 1.4863
4 C 0.7577 0.9668 2.1781
5 O -0.2286 1.2777 1.2218
6 C -0.3336 0.2757 0.2638
7 H 2.1626 -0.6783 2.1620
8 H 2.6619 0.7167 1.1687
9 H 1.2197 1.8806 2.5539
10 H 0.3036 0.4118 3.0017
11 O -1.4673 -0.5236 0.3936
12 Li 1.5023 -0.0226 -1.4545
13 Ag -0.6821 -1.2415 -1.5798

ΔE to the lowest compared entry with this formula, charge and spin in kcal per mole: 44.1
Net charge: +1
Gap between HOMO and LUMO (alpha / beta) in eV: 8.39 / 7.32
2S+1: 2
LUMO energy (alpha / beta) in Ha: -0.2218 / -0.2562
Highest occupied orbital energy (alpha / beta) in eV: -14.4220 / -14.2944

These are the natural (NBO) partial charges, in e, on atoms 1 to 8:
1. O -0.7142
2. O -0.7236
3. C -0.0974
4. C -0.0985
5. O -0.4708
6. C 0.8332
7. H 0.2119
8. H 0.1780


# 3
# C50H52GaNO3S2

A structure of composition C50H52GaNO3S2 (ωB97M-V with the def2-TZVPD basis set, the Open Molecules 2025 dataset).

Positions of all 109 atoms, in Å:
1 Ga -1.5876 0.3905 -1.3052
2 C 0.1403 -6.7260 -2.5360
3 C 0.4413 -5.2992 -2.1777
4 C 0.7857 -4.3692 -3.1501
5 C 1.0716 -3.0556 -2.8051
6 C 1.0141 -2.6774 -1.4763
7 C 0.6691 -3.5855 -0.4856
8 C 0.3774 -4.8845 -0.8440
9 S 1.3644 -0.9735 -1.1237
10 O 0.1126 -0.4201 -0.4647
11 C 2.6618 -1.2680 0.0709
12 C 3.8188 -1.6370 -0.6747
13 C 4.9205 -2.1381 -0.0617
14 C 4.8662 -2.4244 1.3311
15 C 5.9423 -3.0571 1.9965
16 C 5.8484 -3.3844 3.3175
17 C 4.6494 -3.1282 4.0157
18 C 3.6129 -2.4835 3.4046
19 C 3.7065 -2.0671 2.0515
20 C 2.6353 -1.3283 1.4202
21 C 1.7816 -0.5903 2.3924
22 C 2.5108 0.3883 3.1648
23 C 3.7229 0.9594 2.7024
24 C 4.4338 1.8306 3.4773
25 C 3.9823 2.1705 4.7696
26 C 2.7911 1.6785 5.2189
27 C 2.0130 0.8132 4.4141
28 C 0.7362 0.3475 4.8421
29 C -0.0116 -0.4169 4.0070
30 C 0.5172 -0.8734 2.7725
31 S -0.7084 -1.7543 1.7480
32 O -1.5100 -2.6086 2.6577
33 C -1.6810 -0.2373 1.5652
34 C -2.9957 -0.2918 1.9796
35 C -3.7437 0.8810 2.0244
36 C -3.1934 2.1004 1.6549
37 C -3.9695 3.3834 1.7810
38 C -1.8763 2.1189 1.1903
39 C -1.1192 0.9633 1.1594
40 H 0.1667 -6.8801 -3.6127
41 H -0.8461 -7.0122 -2.1707
42 H 0.8658 -7.3977 -2.0752
43 H 0.8248 -4.6669 -4.1897
44 H 1.3255 -2.3295 -3.5676
45 H 0.6196 -3.2820 0.5540
46 H 0.0943 -5.5942 -0.0767
47 H 3.8133 -1.4859 -1.7479
48 H 5.8199 -2.3524 -0.6234
49 H 6.8364 -3.2867 1.4311
50 H 6.6763 -3.8602 3.8244
51 H 4.5475 -3.4466 5.0440
52 H 2.6953 -2.3144 3.9518
53 H 4.0827 0.7181 1.7105
54 H 5.3477 2.2657 3.0957
55 H 4.5735 2.8278 5.3926
56 H 2.4139 1.9466 6.1974
57 H 0.3574 0.6477 5.8108
58 H -1.0128 -0.7298 4.2719
59 H -3.4108 -1.2368 2.3028
60 H -4.7693 0.8410 2.3690
61 H -5.0065 3.1937 2.0514
62 H -3.9502 3.9487 0.8513
63 H -3.5279 4.0169 2.5526
64 H -1.4314 3.0562 0.8740
65 H -0.0849 1.0100 0.8661
66 C 1.9124 2.5101 -2.6853
67 C 1.6386 3.5136 -1.5670
68 C 1.9801 2.9312 -0.1976
69 C 0.2389 4.1022 -1.6015
70 C 0.1340 5.4836 -1.4809
71 C -1.0850 6.1288 -1.5649
72 C -2.2062 5.3768 -1.8672
73 C -2.1624 3.9923 -1.9952
74 C -3.4183 3.3050 -2.5081
75 C -4.1982 2.5014 -1.4677
76 C -3.1410 2.4850 -3.7715
77 C -0.9402 3.3401 -1.7477
78 O -0.8634 1.9941 -1.6440
79 H 2.9621 2.2022 -2.6618
80 H 1.7078 2.9538 -3.6609
81 H 1.2906 1.6291 -2.5864
82 H 2.3169 4.3545 -1.7449
83 H 1.4000 2.0269 -0.0337
84 H 1.7457 3.6361 0.6010
85 H 3.0411 2.6822 -0.1311
86 H 1.0391 6.0614 -1.3306
87 H -1.1536 7.2016 -1.4474
88 H -3.1556 5.8758 -2.0237
89 H -4.0805 4.1229 -2.8089
90 H -3.6673 1.6226 -1.1058
91 H -5.1263 2.1327 -1.9094
92 H -4.4546 3.1342 -0.6195
93 H -2.5760 1.5794 -3.5484
94 H -2.5870 3.0779 -4.5011
95 H -4.0833 2.1749 -4.2270
96 C -2.6428 -2.8046 -1.2714
97 C -3.3393 -1.6977 -2.0700
98 C -4.8571 -1.9326 -2.0120
99 C -2.8911 -1.7723 -3.5340
100 N -3.1435 -0.3719 -1.5092
101 H -2.9263 -3.8016 -1.6222
102 H -2.9002 -2.7119 -0.2156
103 H -1.5597 -2.7029 -1.3668
104 H -5.1355 -2.8535 -2.5292
105 H -5.3685 -1.0923 -2.4815
106 H -5.1818 -1.9938 -0.9734
107 H -3.1733 -2.7199 -4.0017
108 H -1.8011 -1.6673 -3.5909
109 H -3.3394 -0.9525 -4.0961

ΔE to the lowest compared entry with this formula, charge and spin in kcal per mole: 0.0
Net charge: 0
Gap between HOMO and LUMO in eV: 5.98
LUMO energy in Ha: -0.0247
Highest occupied orbital energy in eV: -6.6483

These are the Mulliken partial charges, in e, on atoms 1 to 8:
1. Ga -1.3166
2. C -1.4956
3. C 1.1314
4. C -1.0646
5. C -0.9190
6. C 1.0609
7. C -0.1436
8. C -1.1082


# 4
# C22H20AuN6OPS

A structure of composition C22H20AuN6OPS (ωB97M-V with the def2-TZVPD basis set, the Open Molecules 2025 dataset).

Positions of all 52 atoms, in Å:
1 Au -6.8230 -16.1414 6.2096
2 N -7.6755 -14.4792 9.5406
3 N -8.3831 -15.7442 9.6320
4 C -7.8151 -16.8378 9.1006
5 N -8.3456 -18.0309 9.4068
6 S -6.2505 -16.9264 8.3883
7 H -6.7043 -14.7534 9.2401
8 H -7.6071 -14.0615 10.4853
9 H -9.4199 -15.6767 9.8068
10 H -9.1097 -18.0999 10.0713
11 H -7.6995 -18.8493 9.2788
12 C -5.2898 -10.7843 6.8695
13 C -4.8297 -12.0486 7.2012
14 C -5.1878 -13.1335 6.4071
15 C -6.1125 -12.9226 5.4200
16 C -6.5188 -11.6082 4.9839
17 C -6.0964 -10.5322 5.7540
18 P -6.9433 -14.3557 4.6701
19 C -6.3471 -14.5988 2.9623
20 C -5.4135 -15.7414 2.6643
21 C -5.1048 -16.0148 1.1073
22 C -5.8972 -15.1443 0.1004
23 C -6.5153 -14.0240 0.5740
24 C -6.7125 -13.7065 1.9827
25 C -8.7220 -14.0714 4.6152
26 C -9.4459 -14.4575 3.4650
27 C -10.8053 -14.5119 3.5586
28 C -11.4578 -14.1616 4.7439
29 C -10.7090 -13.9065 5.8834
30 C -9.3556 -13.7276 5.7877
31 H -5.1235 -9.9594 7.6000
32 H -4.2174 -12.1801 8.0751
33 H -4.7349 -14.1063 6.5656
34 H -7.1568 -11.4678 4.1360
35 H -6.4507 -9.5334 5.5010
36 H -5.6589 -16.6156 3.2913
37 H -5.1024 -17.1015 0.8122
38 H -5.7558 -15.4301 -0.9180
39 H -6.6226 -13.1493 -0.1323
40 H -7.3735 -12.8684 2.2660
41 H -8.9016 -14.7206 2.6249
42 H -11.4545 -14.7614 2.6988
43 H -12.4839 -14.3447 4.8134
44 H -11.1204 -13.9444 6.8298
45 H -8.6978 -13.3542 6.6042
46 O -3.5038 -15.8679 5.4829
47 N -3.0420 -14.9328 4.8705
48 C -2.9683 -14.8869 3.5442
49 C -3.9188 -15.3653 2.6095
50 N -3.6585 -15.6431 1.3043
51 C -1.6560 -14.6424 3.0486
52 N -0.6266 -14.2594 2.6372

ΔE to the lowest compared entry with this formula, charge and spin in kcal per mole: 11.1
Net charge: 0
Gap between HOMO and LUMO (alpha / beta) in eV: 5.47 / 5.46
LUMO energy (alpha / beta) in Ha: -0.0242 / -0.0242
Highest occupied orbital energy (alpha / beta) in eV: -6.1295 / -6.1234

These are the natural (NBO) partial charges, in e, on atoms 1 to 8:
1. Au 0.4224
2. N -0.6446
3. N -0.4347
4. C 0.3249
5. N -0.7760
6. S -0.2652
7. H 0.3949
8. H 0.3683